No. 1
{
  "formula": "C58H52BrCl2N4O15S",
  "method": "ωB97M-V/def2-TZVPD",
  "e_lumo_ev": -3.80,
  "orbital_gap_ev": 7.333,
  "charge": 1,
  "max_force_ev_per_a": 3.2,
  "total_energy_ha": -7481.07960,
  "homo_energy_ev": -11.13,
  "elements": ["C", "C", "N", "C", "C", "C", "C", "C", "C", "C", "C", "S", "C", "N", "N", "C", "O", "C", "C", "Cl", "C", "C", "Cl", "C", "C", "C", "C", "O", "N", "C", "C", "O", "Br", "H", "H", "H", "H", "H", "H", "H", "H", "H", "H", "H", "H", "H", "H", "H", "H", "H", "H", "H", "H", "H", "H", "H", "H", "H", "H", "H", "H", "C", "C", "C", "O", "C", "C", "C", "O", "H", "H", "H", "H", "C", "C", "C", "O", "C", "C", "C", "O", "H", "H", "H", "H", "C", "C", "C", "O", "C", "C", "C", "O", "H", "H", "H", "H", "C", "C", "C", "O", "C", "C", "C", "O", "H", "H", "H", "H", "C", "C", "C", "O", "C", "C", "C", "O", "H", "H", "H", "H", "C", "C", "C", "O", "C", "C", "C", "O", "H", "H", "H", "H"],
  "xyz": [[4.628854, -6.093947, 1.482871], [4.528016, -5.271445, 0.226382], [4.243432, -5.857742, -0.858610], [4.825177, -3.789531, 0.293265], [3.840343, -2.976140, 1.092320], [2.730922, -3.540674, 1.640427], [1.813643, -2.786276, 2.380167], [0.593131, -3.480937, 2.880378], [-0.301911, -3.799992, 1.651275], [-1.786215, -4.028488, 1.973042], [-2.684818, -3.368817, 0.911927], [-3.382723, -4.524183, -0.296419], [-2.049757, -4.521020, -1.407802], [-1.064556, -3.694084, -1.515408], [-0.280548, -4.168588, -2.564092], [-0.865891, -5.209964, -3.012566], [-1.999010, -5.508318, -2.318603], [2.077702, -1.436384, 2.572059], [1.179917, -0.623468, 3.422661], [1.797267, -0.374534, 5.032729], [0.005187, -0.119832, 3.046969], [-0.605680, -0.318562, 1.692173], [-0.941105, 0.818035, 4.128296], [3.205109, -0.859469, 2.003476], [3.456753, 0.604724, 2.209996], [2.614714, 1.483332, 1.256454], [3.420061, 2.658655, 0.710348], [2.219285, 0.622492, 0.172214], [4.049804, -1.631602, 1.268376], [5.211329, -1.018842, 0.635492], [5.062168, -0.605788, -0.831547], [5.861966, 0.131063, -1.314394], [3.612184, -1.298356, -1.890528], [5.621774, -6.538179, 1.536541], [4.443062, -5.511402, 2.381543], [3.907866, -6.903999, 1.417106], [4.224481, -5.210507, -1.646203], [4.894544, -3.382189, -0.710867], [5.822640, -3.682806, 0.734759], [2.512902, -4.585183, 1.487811], [0.061490, -2.902432, 3.629758], [0.889425, -4.436321, 3.315180], [0.127996, -4.661193, 1.142097], [-0.199257, -2.968642, 0.953363], [-1.971847, -5.099187, 1.912230], [-2.039811, -3.677296, 2.970261], [-2.119253, -2.658374, 0.313936], [-3.513254, -2.813833, 1.344150], [-0.583812, -5.854046, -3.824877], [-1.313842, -1.147540, 1.757555], [0.160347, -0.530439, 0.950910], [-1.186491, 0.556285, 1.419049], [3.128827, 0.833930, 3.219579], [4.492102, 0.926923, 2.161216], [1.695562, 1.810684, 1.742722], [3.928029, 2.320443, -0.192877], [2.762233, 3.482527, 0.444163], [4.180347, 2.994816, 1.411989], [1.685185, 1.125866, -0.451716], [5.493136, -0.107200, 1.150127], [6.076631, -1.671434, 0.699278], [-5.230638, -3.583922, -6.689704], [-5.132174, -2.464897, -5.976329], [-4.169421, -2.358240, -4.855142], [-4.061472, -1.351495, -4.186654], [-3.324329, -3.539972, -4.557750], [-3.419319, -4.658881, -5.268641], [-4.382483, -4.769987, -6.395336], [-4.470633, -5.786176, -7.045725], [-5.925109, -3.689206, -7.513213], [-5.739694, -1.591188, -6.174544], [-2.635790, -3.421063, -3.732242], [-2.814673, -5.533517, -5.069430], [-4.191746, 3.316472, -0.746304], [-3.367655, 2.587928, 0.000077], [-2.684177, 1.395609, -0.555896], [-1.930352, 0.727958, 0.127476], [-2.947682, 1.045583, -1.971289], [-3.770888, 1.772967, -2.720007], [-4.457377, 2.965778, -2.165548], [-5.212238, 3.630442, -2.842573], [-4.706888, 4.188275, -0.363738], [-3.159966, 2.822029, 1.036404], [-2.443234, 0.166957, -2.353293], [-3.980979, 1.529903, -3.753357], [8.310949, 2.614943, 3.078052], [9.451980, 3.246515, 2.816417], [10.065825, 3.190940, 1.462878], [11.105919, 3.759022, 1.222477], [9.357559, 2.403874, 0.418494], [8.216209, 1.774396, 0.685066], [7.612638, 1.836471, 2.033819], [6.562344, 1.264495, 2.291400], [7.844953, 2.637161, 4.054746], [9.984737, 3.818146, 3.566240], [9.821601, 2.377574, -0.559176], [7.682950, 1.201975, -0.064249], [13.330478, 2.868205, 3.546868], [14.351598, 2.466242, 2.795765], [15.164613, 1.282025, 3.176353], [16.094988, 0.912379, 2.496139], [14.789305, 0.565013, 4.423910], [13.764003, 0.966472, 5.170341], [12.953921, 2.148904, 4.787011], [12.009059, 2.513221, 5.457379], [12.724266, 3.727073, 3.288914], [14.638696, 2.973009, 1.883299], [15.395563, -0.294328, 4.680494], [13.471246, 0.459259, 6.080840], [-8.208543, 3.945742, -1.394415], [-9.075351, 4.917123, -1.666686], [-10.287344, 5.118708, -0.832717], [-11.083604, 5.999139, -1.080523], [-10.495958, 4.197994, 0.314188], [-9.626239, 3.228872, 0.586508], [-8.415563, 3.029619, -0.245127], [-7.612296, 2.152091, 0.001557], [-7.316931, 3.772855, -1.982938], [-8.943442, 5.599471, -2.497177], [-11.390727, 4.361978, 0.899256], [-9.757150, 2.545675, 1.415851], [-13.900423, 4.952066, -4.043007], [-13.299596, 4.539160, -2.930937], [-14.060422, 3.880151, -1.841706], [-13.507373, 3.501421, -0.829774], [-15.520251, 3.698152, -2.036646], [-16.123150, 4.110870, -3.148070], [-15.360889, 4.769968, -4.240923], [-15.910680, 5.142061, -5.253719], [-13.365548, 5.436872, -4.849578], [-12.240437, 4.660882, -2.763822], [-16.054377, 3.214668, -1.228635], [-17.185944, 3.989499, -3.313836]],
  "forces_ev_per_angstrom": [[-0.1, 0.1, -0.2], [-0.3, -0.1, -0.3], [-0.1, 0.0, 0.1], [0.4, 0.2, 0.4], [0.1, -0.1, -0.1], [-0.5, 0.2, 0.1], [0.3, -0.2, 0.0], [-0.2, -0.5, -0.3], [0.3, 0.5, 0.3], [0.2, -0.2, -0.7], [0.1, 0.2, 0.0], [-0.1, 0.0, 0.0], [0.0, 0.1, 0.1], [0.1, 0.0, 0.1], [0.2, 0.2, -0.2], [-0.1, -0.1, 0.3], [0.0, -0.3, -0.3], [-0.3, -0.1, 0.1], [0.0, 0.5, 0.4], [0.1, -0.1, 0.1], [0.3, -0.5, -0.5], [1.1, -0.4, 2.0], [-0.1, 0.1, 0.2], [0.1, 0.0, 0.0], [-0.3, 0.4, 0.0], [-0.1, -0.3, -0.7], [-0.2, -0.2, 0.1], [0.1, 0.1, 0.1], [0.1, -0.1, 0.0], [-0.2, 0.1, -0.4], [0.4, 0.5, -0.2], [-0.4, -0.4, 0.2], [0.0, -0.1, 0.0], [0.1, 0.0, 0.1], [0.1, 0.0, 0.1], [0.0, -0.1, 0.1], [0.0, 0.0, 0.0], [0.0, 0.0, -0.2], [0.0, 0.0, 0.1], [0.2, -0.1, -0.1], [0.0, 0.1, 0.0], [0.0, 0.1, 0.3], [-0.1, -0.1, -0.1], [-0.1, 0.0, -0.1], [-0.1, -0.1, 0.5], [0.0, 0.1, 0.1], [0.0, 0.2, 0.0], [-0.2, -0.2, 0.0], [0.1, 0.0, 0.0], [-0.1, 0.0, -0.1], [-0.1, 0.0, -0.1], [1.0, -0.5, 1.2], [0.1, 0.0, 0.1], [-0.1, -0.4, 0.0], [0.1, 0.1, 0.3], [0.1, 0.0, 0.0], [0.1, 0.1, 0.0], [-0.1, 0.2, 0.1], [0.0, 0.0, 0.0], [0.1, -0.1, 0.0], [0.0, -0.1, 0.0], [0.0, 0.0, 0.0], [0.0, 0.0, 0.0], [0.1, -0.1, 0.1], [0.0, 0.2, 0.0], [0.0, -0.1, 0.0], [0.0, 0.1, 0.0], [0.0, 0.0, 0.0], [0.0, 0.0, 0.0], [0.0, 0.0, 0.0], [0.0, 0.0, 0.0], [0.0, 0.1, 0.0], [0.0, 0.0, 0.0], [0.0, 0.0, 0.0], [0.1, 0.0, 0.0], [-0.5, 0.4, -0.5], [-1.8, 0.9, -2.6], [0.1, -0.1, 0.1], [0.0, 0.0, 0.0], [-0.1, 0.0, 0.0], [0.1, 0.0, 0.0], [0.0, 0.0, 0.0], [0.0, 0.0, 0.0], [0.0, 0.0, 0.0], [0.0, 0.0, 0.0], [0.0, 0.0, 0.0], [0.0, 0.0, 0.0], [0.0, 0.0, 0.1], [0.0, 0.0, 0.0], [0.0, 0.0, 0.0], [0.0, 0.0, 0.0], [0.0, 0.1, 0.1], [0.2, 0.1, -0.1], [0.0, 0.0, 0.0], [0.0, 0.0, 0.0], [0.0, 0.0, 0.0], [0.0, 0.0, 0.0], [0.0, 0.0, 0.0], [0.0, 0.0, 0.0], [0.0, 0.0, 0.0], [0.0, 0.0, 0.0], [0.0, 0.0, 0.0], [0.0, 0.0, 0.0], [0.0, 0.0, 0.0], [-0.1, 0.0, 0.0], [0.0, 0.0, 0.0], [0.0, 0.0, 0.0], [0.0, 0.0, 0.0], [0.0, 0.0, 0.0], [0.0, 0.0, 0.0], [0.0, 0.0, 0.0], [0.0, 0.0, 0.1], [0.1, 0.0, 0.0], [0.0, 0.0, 0.0], [0.0, 0.0, 0.0], [0.0, 0.0, 0.0], [0.1, 0.0, 0.0], [0.0, 0.0, 0.0], [0.0, 0.0, 0.0], [0.0, 0.0, 0.0], [0.0, 0.0, 0.0], [0.0, 0.0, 0.0], [0.0, 0.0, -0.1], [0.0, 0.0, 0.0], [0.0, 0.0, 0.0], [0.0, 0.0, 0.0], [0.0, 0.0, 0.0], [0.0, 0.0, 0.0], [0.0, 0.0, 0.0], [0.0, 0.0, 0.0], [0.0, 0.0, 0.0], [0.0, 0.0, 0.0], [0.0, 0.0, 0.0]]
}

***

No. 2
{
  "formula": "C6H8N",
  "method": "ωB97M-V/def2-TZVPD",
  "e_lumo_ev": -4.99,
  "orbital_gap_ev": 10.466,
  "charge": 1,
  "max_force_ev_per_a": 4.6,
  "total_energy_ha": -287.70560,
  "homo_energy_ev": -15.46,
  "de_lowest_kcal_mol": 157.3,
  "elements": ["C", "C", "C", "C", "C", "C", "N", "H", "H", "H", "H", "H", "H", "H", "H"],
  "xyz": [[2.786667, -0.054726, -0.065048], [1.712194, 0.627319, -0.327262], [0.562563, -0.364677, 0.016584], [0.636412, 1.571049, -0.465991], [0.428702, -1.750903, 0.479942], [-1.753768, 0.440280, -0.026640], [-0.378443, 0.505337, -0.178822], [0.634759, 2.362713, 0.251794], [0.606592, 1.910809, -1.561971], [0.774481, -1.814857, 1.498040], [0.831968, -2.597751, -0.060300], [-0.697758, -2.100658, 0.514293], [-2.054418, 1.541386, 0.029989], [-1.918723, -0.235064, 0.878809], [-2.171228, -0.040262, -0.983423]],
  "forces_ev_per_angstrom": [[-0.3, 0.4, -0.3], [0.3, -3.1, 1.5], [0.8, -1.0, -0.4], [-1.7, 2.2, -3.1], [-3.1, -1.3, 0.3], [-2.4, 0.0, -0.4], [4.5, 0.2, -0.2], [-0.1, 0.6, 0.3], [-0.4, 0.0, 1.7], [0.4, 0.0, 0.5], [0.9, 0.5, -0.5], [1.9, 1.2, 0.0], [-0.4, -1.8, 0.3], [-0.5, 1.3, -1.2], [0.2, 0.8, 1.5]]
}

***

No. 3
{
  "formula": "C7H16O2",
  "method": "ωB97M-V/def2-TZVPD",
  "e_lumo_ev": 0.70,
  "orbital_gap_ev": 9.626,
  "max_force_ev_per_a": 4.2,
  "total_energy_ha": -426.69132,
  "homo_energy_ev": -8.93,
  "de_lowest_kcal_mol": 78.1,
  "elements": ["C", "C", "C", "C", "C", "O", "H", "H", "H", "H", "H", "H", "H", "H", "H", "H", "C", "C", "O", "H", "H", "H", "H", "H", "H"],
  "xyz": [[0.991114, 0.040721, -0.794839], [0.350662, -0.939125, -1.782365], [1.970180, 0.978203, -1.522511], [1.712291, -0.710442, 0.323860], [-0.103045, 0.938229, -0.225170], [-0.959037, 1.504596, -0.846930], [0.036305, 1.187197, 0.901512], [-0.209930, -0.399600, -2.544628], [2.785461, 0.394898, -1.951451], [2.187734, -0.018416, 1.019922], [-0.332545, -1.602786, -1.254943], [1.122871, -1.533325, -2.272175], [2.399623, 1.709432, -0.836125], [1.468660, 1.510686, -2.329386], [2.485993, -1.349274, -0.098522], [1.012243, -1.335065, 0.871878], [-1.001040, 0.506531, 2.359444], [-2.607624, -0.550972, 0.581146], [-1.276615, -0.557377, 1.011032], [-2.767072, -1.395694, -0.095840], [-3.295227, -0.660337, 1.434770], [-0.008355, 0.718889, 2.750923], [-1.456056, -0.179442, 3.069691], [-1.648346, 1.361018, 2.173972], [-2.858245, 0.381453, 0.056736]],
  "forces_ev_per_angstrom": [[-0.3, -0.1, -0.3], [0.1, 0.2, 0.0], [-0.1, -0.1, 0.0], [-0.2, 0.1, -0.2], [1.0, 0.7, 1.7], [-0.2, 0.1, -0.5], [0.5, 0.2, -2.1], [0.0, 0.0, 0.0], [0.1, 0.0, 0.0], [0.0, 0.1, 0.1], [0.0, -0.1, 0.0], [0.0, -0.1, 0.0], [0.0, 0.0, 0.0], [0.0, 0.0, 0.0], [0.1, 0.0, 0.0], [0.0, -0.1, 0.1], [-2.7, -3.0, -1.1], [-0.6, 0.6, 0.6], [1.9, 1.6, 2.7], [0.2, 0.1, 0.1], [0.0, -0.1, -0.2], [0.3, -0.2, -1.1], [-0.2, 0.3, 0.3], [0.3, 0.0, -0.1], [0.1, -0.1, 0.0]]
}